DFT (ωB97M-V/def2-TZVPD) results for C31H57KN8O4SSb2 as an isolated structure.

The geometry in XYZ format:
```
104
Properties=species:S:1:pos:R:3:forces:R:3
K -0.314 0.998 0.163 -0.1032 -0.0536 0.0360
N -5.419 3.631 2.541 0.0027 -0.0064 0.0113
C -4.527 2.452 2.150 0.0214 -0.0360 -0.0085
C -5.308 1.562 1.170 0.0237 -0.0235 -0.0065
C -4.470 1.093 -0.019 0.0118 0.0249 -0.0046
N -3.378 0.208 0.417 0.0146 -0.0131 -0.0159
C -3.903 2.299 -0.763 -0.0152 -0.0168 0.0216
C -3.214 3.354 0.130 0.0101 0.0072 0.0528
N -1.815 3.506 -0.278 -0.0031 -0.0149 -0.0003
C -3.205 2.975 1.615 -0.0081 0.0518 -0.0436
H -6.322 3.312 2.898 -0.0005 0.0111 0.0016
H -5.599 4.233 1.734 -0.0053 -0.0010 0.0036
H -4.977 4.203 3.264 -0.0070 0.0054 -0.0027
H -4.348 1.933 3.090 -0.0157 0.0040 0.0132
H -6.155 2.116 0.752 -0.0022 -0.0026 0.0032
H -5.733 0.707 1.699 -0.0094 0.0116 0.0083
H -5.158 0.574 -0.694 -0.0014 -0.0050 -0.0024
H -2.980 -0.238 -0.406 -0.0467 -0.0112 0.0310
H -3.744 -0.555 0.979 -0.0151 0.0129 0.0045
H -4.715 2.767 -1.324 0.0048 -0.0059 -0.0118
H -3.186 1.945 -1.507 0.0052 0.0082 -0.0203
H -3.762 4.301 0.015 -0.0017 0.0028 -0.0050
H -1.372 4.269 0.224 0.0086 0.0081 -0.0116
H -1.756 3.736 -1.266 -0.0042 0.0248 -0.0117
H -2.861 3.824 2.218 0.0006 -0.0079 -0.0058
H -2.472 2.187 1.767 0.0019 -0.0226 0.0173
C 2.445 4.645 -2.325 -0.0588 0.0299 -0.0326
Sb 2.081 2.562 -2.017 0.1584 -0.0053 0.0713
C 4.002 2.144 -1.167 0.0567 0.0010 -0.0270
C 2.542 1.937 -4.025 0.0769 -0.0911 -0.1881
C 2.296 0.477 -4.297 0.0007 0.0550 0.0611
C 3.219 -0.443 -3.787 -0.0249 -0.0008 -0.0235
C 3.096 -1.802 -4.007 0.0523 0.0189 0.0243
C 2.015 -2.277 -4.738 -0.0118 -0.0144 -0.0084
C 1.099 -1.379 -5.254 -0.0020 0.0098 -0.0343
C 1.222 0.001 -5.064 0.0325 0.0248 -0.0127
C 0.214 0.894 -5.723 -0.0238 -0.0663 0.0274
Sb -1.724 0.940 -4.727 0.0614 0.0297 -0.0002
C -1.490 2.930 -3.913 -0.0723 0.0405 0.0123
C -1.076 -0.016 -2.902 -0.0071 -0.0016 -0.0677
H 3.404 4.795 -2.820 0.0003 -0.0443 -0.0050
H 2.456 5.167 -1.368 -0.0019 0.0013 -0.0023
H 1.656 5.068 -2.946 0.0119 0.0223 0.0118
H 4.784 2.506 -1.835 -0.0150 0.0133 -0.0004
H 4.151 1.077 -1.005 -0.0232 0.0009 0.0287
H 4.092 2.666 -0.214 0.0210 -0.0247 0.0151
H 3.603 2.157 -4.158 -0.0088 0.0522 0.0477
H 2.000 2.597 -4.699 -0.0457 0.0004 0.0157
H 4.079 -0.073 -3.237 -0.0115 -0.0042 -0.0057
H 3.860 -2.477 -3.642 -0.0348 -0.0065 0.0026
H 1.909 -3.335 -4.937 -0.0026 -0.0008 0.0008
H 0.278 -1.749 -5.861 0.0033 0.0080 0.0031
H 0.005 0.538 -6.732 0.0136 -0.0240 0.0171
H 0.548 1.924 -5.815 -0.0144 0.0225 0.0074
H -1.318 3.642 -4.720 0.0038 -0.0267 -0.0118
H -0.653 2.974 -3.214 -0.0155 -0.0307 -0.0190
H -2.413 3.225 -3.408 0.0214 0.0215 -0.0060
H -1.005 -1.096 -3.022 -0.0206 0.0129 -0.0112
H -1.821 0.204 -2.134 0.0095 -0.0044 0.0219
H -0.094 0.361 -2.611 -0.0409 -0.0137 0.0054
C 3.034 2.067 5.087 -0.0005 0.0044 -0.0240
C 1.705 1.726 4.505 -0.0126 -0.0263 -0.0081
C 0.525 1.328 5.090 -0.0046 -0.0140 0.0157
C -0.368 1.105 4.025 -0.0002 -0.0171 0.0146
N 0.208 1.360 2.858 0.0425 -0.0175 -0.0118
N 1.468 1.736 3.177 0.0203 0.0501 0.0406
C -1.779 0.620 4.101 0.0194 0.0123 0.0056
H 2.957 2.142 6.168 0.0016 -0.0009 0.0011
H 3.404 3.019 4.705 -0.0039 -0.0012 0.0058
H 3.771 1.297 4.853 -0.0033 0.0011 0.0042
H 0.343 1.197 6.143 -0.0036 -0.0009 -0.0103
H 2.135 1.930 2.451 0.0100 0.0301 0.0153
H -1.850 -0.250 4.754 -0.0086 -0.0010 -0.0091
H -2.136 0.331 3.111 -0.0105 0.0161 0.0008
H -2.436 1.389 4.518 -0.0035 -0.0051 -0.0042
C 1.724 -5.226 5.129 -0.0035 -0.0117 -0.0074
C 2.144 -5.765 3.767 -0.0356 0.0100 0.0015
S 1.277 -4.894 2.486 0.0114 -0.0392 -0.0346
O -0.128 -5.227 2.553 -0.0024 0.0022 0.0062
O 1.652 -3.499 2.519 0.0279 -0.0028 -0.0026
C 1.912 -5.609 0.973 -0.0042 0.0293 0.0605
C 1.102 -5.132 -0.228 0.0055 -0.0293 0.0211
N 1.165 -3.682 -0.417 -0.0179 -0.0468 -0.0425
C 0.160 -2.810 -0.170 0.0882 0.0014 -0.0529
N 0.568 -1.553 -0.274 -0.1008 -0.0469 0.0332
C 1.892 -1.608 -0.579 0.0605 0.0662 -0.0510
C 2.275 -2.906 -0.669 0.0072 -0.0154 0.0397
N 3.560 -3.397 -1.037 0.0523 0.0114 0.0837
O 4.466 -2.589 -1.058 -0.0204 0.0115 -0.0581
O 3.663 -4.581 -1.315 0.0123 -0.0064 -0.0262
C -1.230 -3.221 0.163 0.0294 0.0346 0.0431
H 2.260 -5.765 5.908 0.0073 0.0049 -0.0011
H 0.656 -5.367 5.288 0.0025 -0.0001 -0.0051
H 1.959 -4.167 5.214 0.0056 -0.0047 0.0060
H 1.892 -6.819 3.645 0.0091 0.0010 0.0118
H 3.209 -5.621 3.577 -0.0046 0.0055 -0.0032
H 1.817 -6.692 1.060 -0.0202 0.0003 0.0002
H 2.967 -5.352 0.891 -0.0247 0.0046 -0.0108
H 0.055 -5.391 -0.087 -0.0038 0.0010 -0.0185
H 1.471 -5.625 -1.123 0.0006 -0.0011 -0.0051
H 2.513 -0.746 -0.757 -0.0441 0.0347 0.0092
H -1.253 -3.859 1.047 -0.0197 0.0085 -0.0009
H -1.700 -3.753 -0.666 0.0062 -0.0038 -0.0094
H -1.801 -2.318 0.367 -0.0214 -0.0066 0.0058
```
Positions in Å, forces in eV/Å.

Charge: +2
Largest force on an atom, eV Å⁻¹: 0.22
Energy relative to the best compared isomer or geometry (same formula, charge and spin), kJ/mol: 134.9
E_HOMO, eV: -11.96



DFT (ωB97M-V/def2-TZVPD) results for a 3-piece molecular cluster, C31H58BrN4O3S overall.

The geometry in XYZ format:
```
98
Properties=species:S:1:pos:R:3:forces:R:3
C 1.534 -8.695 1.820 -0.0428 0.4853 0.2711
C 2.575 -8.071 1.971 -0.3157 1.1876 -1.4486
C 3.719 -7.004 1.743 -0.5807 -1.7131 0.9617
C 3.162 -5.526 1.629 0.5056 0.2917 -0.9948
C 1.895 -5.416 0.641 1.3895 -1.0220 0.4828
N 1.413 -3.991 0.654 -0.8431 -0.0283 0.0364
C 0.777 -3.529 1.707 -0.0094 0.1415 1.3178
N 0.542 -4.372 2.834 -0.2314 0.7296 -1.7029
C -0.646 -5.276 2.678 -0.1776 -0.5177 -0.0077
N 0.349 -2.142 1.747 1.1523 -0.4845 1.2965
C -1.139 -1.981 1.823 -0.6469 0.5732 0.0391
C -1.769 -2.041 3.277 -1.3964 0.3688 -0.0096
C -3.368 -2.067 3.074 0.4893 -0.1227 -0.4829
C -3.889 -3.394 2.370 -0.0512 0.6350 0.4818
S -4.845 -3.070 0.802 -2.6862 -4.6081 -1.9721
O -4.693 -4.309 0.009 1.3475 2.4457 1.1907
O -6.275 -2.881 1.058 2.4589 1.7961 0.4825
O -4.137 -1.869 -0.086 -0.7931 -0.4127 1.6976
C 1.063 -1.362 2.734 2.1131 2.3004 2.3597
C 0.730 0.062 3.041 1.3214 -1.6806 0.5141
C 1.504 0.784 4.056 -0.7994 0.6947 -0.3898
N 2.591 0.394 4.825 -2.3308 -2.8511 -3.3764
C 2.887 -0.911 4.477 0.6307 -0.8040 0.1584
C 2.235 -1.832 3.536 -1.4354 1.6851 -0.5385
C 1.717 -3.131 -0.543 1.4480 0.2997 -0.9320
Br 0.072 -2.513 -1.471 0.7256 -0.5830 0.4839
C 2.750 -1.953 -0.193 -0.4848 0.2220 1.1577
C 2.159 -0.486 -0.310 1.3702 0.1425 0.1487
H 0.522 -9.168 1.713 1.8580 0.4844 0.2887
H 4.317 -7.313 0.825 -0.9644 0.4446 1.0668
H 4.423 -7.143 2.627 -0.7911 0.6232 -1.1557
H 2.989 -5.014 2.615 -0.0630 -0.9345 -0.9493
H 3.980 -4.924 1.106 -0.9356 -0.7048 0.7582
H 2.301 -5.713 -0.376 -0.8502 0.7812 1.0510
H 1.085 -6.157 0.885 0.7511 1.0188 -0.0582
H 0.541 -3.851 3.715 -0.1734 0.0210 -0.6012
H -1.327 -5.091 3.558 0.5280 -0.1973 -1.1637
H -1.140 -5.012 1.692 0.2779 -0.6287 1.3029
H -0.358 -6.368 2.699 -0.1757 1.2017 -0.1320
H -1.372 -0.952 1.390 0.3349 -1.3452 0.4556
H -1.601 -2.715 1.089 0.5478 0.7911 1.0230
H -1.426 -2.903 3.914 -0.3644 0.7516 -0.8313
H -1.578 -1.103 3.894 0.1187 -1.1649 -1.0241
H -3.921 -1.898 4.044 0.7289 -0.1351 -1.1457
H -3.589 -1.205 2.363 0.1497 -0.8748 1.1314
H -3.088 -4.125 2.075 -0.8073 0.9390 0.1515
H -4.623 -3.955 3.033 0.7061 0.7680 -1.0805
H -4.575 -1.020 0.142 0.1295 -0.4295 -0.2253
H -0.109 0.576 2.497 1.0854 -0.4869 0.8101
H 1.166 1.850 4.257 0.4435 -1.4635 -0.3587
H 3.793 -1.331 5.020 -1.2892 0.4890 -0.7394
H 2.617 -2.885 3.418 -0.2395 1.3637 0.2706
H 2.248 -3.792 -1.298 -1.0589 0.5942 1.1290
H 3.711 -2.050 -0.791 -1.4328 0.0238 0.4729
H 3.059 -2.131 0.892 -0.3556 0.2331 -1.3504
H 2.843 0.185 0.310 -0.8152 -0.7679 -0.8999
H 1.129 -0.353 0.118 1.0343 -0.3492 -0.7262
H 2.252 -0.162 -1.389 -0.4992 -0.1836 1.2797
C 1.571 5.855 -3.419 -0.1567 -0.0241 0.0280
C 1.779 6.058 -1.924 0.0996 0.1158 -0.0646
C 3.199 5.737 -1.459 -0.0228 0.0075 0.1542
C 3.641 4.286 -1.661 0.0112 0.0098 -0.1298
C 2.759 3.235 -0.988 0.1160 -0.0121 0.0261
C 2.717 3.360 0.531 -0.1294 -0.0709 -0.0024
H 1.701 4.808 -3.705 0.0171 0.0443 -0.0432
H 0.557 6.150 -3.700 0.0933 -0.0289 -0.0852
H 2.271 6.461 -3.998 -0.0031 -0.0645 0.0095
H 1.049 5.463 -1.366 0.0185 -0.0016 0.0209
H 1.567 7.105 -1.685 -0.0093 -0.0781 0.0528
H 3.289 6.002 -0.400 0.0273 -0.0189 -0.0381
H 3.903 6.387 -1.990 -0.0511 -0.0238 0.0175
H 4.665 4.183 -1.286 -0.0444 -0.0247 -0.0020
H 3.692 4.067 -2.732 0.0000 0.0190 0.0288
H 3.149 2.244 -1.242 -0.0312 0.0434 -0.0572
H 1.741 3.276 -1.388 0.0209 0.0198 -0.0237
H 3.721 3.297 0.957 -0.0449 0.0478 0.0046
H 2.117 2.551 0.960 0.0230 0.0455 0.0704
H 2.268 4.305 0.845 0.0520 -0.0343 0.0179
C -4.734 5.131 -5.742 0.1042 -0.0480 -0.1197
C -4.421 3.862 -4.958 -0.1522 0.0169 0.0452
C -4.497 4.050 -3.442 0.0475 -0.1050 0.0417
C -3.502 5.055 -2.855 -0.0508 0.0795 -0.0636
C -2.029 4.761 -3.139 -0.0601 0.0447 0.1432
C -1.550 3.440 -2.551 0.1378 -0.0324 -0.1068
H -4.000 5.916 -5.547 -0.0642 0.0047 -0.0090
H -4.718 4.924 -6.814 -0.0239 0.0838 0.0494
H -5.725 5.513 -5.487 0.0548 0.0203 0.0071
H -3.437 3.483 -5.249 -0.0098 -0.0027 0.0388
H -5.144 3.092 -5.245 0.0841 -0.0074 0.0291
H -4.358 3.076 -2.961 -0.0020 0.0319 0.0095
H -5.509 4.374 -3.175 0.0379 -0.0185 -0.0334
H -3.654 5.094 -1.770 0.0321 0.0125 -0.0287
H -3.737 6.057 -3.225 -0.0054 -0.0379 0.0142
H -1.428 5.569 -2.709 -0.0467 -0.0101 -0.0577
H -1.837 4.774 -4.215 -0.0226 0.0126 0.0218
H -1.710 3.412 -1.469 -0.0247 -0.0116 -0.0276
H -0.480 3.311 -2.736 -0.0366 -0.0488 0.0428
H -2.068 2.588 -2.998 0.0092 0.0109 0.0442
```
Positions in Å, forces in eV/Å.

Charge: +1
Largest force on an atom, eV Å⁻¹: 5.69
E_HOMO, eV: -12.38



| no. | E (eV) |
| --- | --- |
| 1 | -93403.465 |
| 2 | -126056.268 |